1.
{"formula": "C11H31CrN3O11S4", "method": "ωB97M-V/def2-TZVPD", "molar_mass_g_mol": 561.64, "spin_multiplicity": 9, "e_tot_ha": -4066.25622, "elements": ["Cr", "N", "O", "O", "O", "N", "O", "O", "O", "C", "C", "O", "N", "C", "H", "H", "H", "H", "H", "H", "H", "C", "S", "O", "C", "H", "H", "H", "H", "H", "H", "C", "S", "O", "C", "H", "H", "H", "H", "H", "H", "C", "S", "O", "C", "H", "H", "H", "H", "H", "H", "C", "S", "O", "C", "H", "H", "H", "H", "H", "H"], "xyz": [[-0.239, 0.327, 0.009], [1.993, -1.386, 1.725], [1.373, -0.854, 0.763], [2.719, -0.695, 2.472], [1.872, -2.621, 1.929], [-2.997, 0.892, -1.409], [-4.135, 1.260, -0.918], [-2.995, 0.114, -2.439], [-1.893, 1.317, -0.885], [2.128, 0.383, -3.685], [0.750, 0.020, -3.131], [0.444, 0.022, -1.946], [-0.193, -0.388, -4.000], [-0.072, -0.705, -5.412], [2.782, 0.398, -2.818], [2.040, 1.393, -4.087], [2.411, -0.319, -4.464], [-1.099, -0.600, -3.604], [0.786, -1.367, -5.572], [0.026, 0.151, -6.077], [-0.893, -1.340, -5.741], [-1.154, -2.005, 3.531], [-2.376, -0.882, 2.829], [-1.708, -0.290, 1.624], [-3.586, -2.161, 2.312], [-1.498, -2.337, 4.513], [-0.228, -1.453, 3.692], [-0.904, -2.860, 2.905], [-4.108, -1.619, 1.519], [-4.285, -2.456, 3.088], [-3.039, -2.974, 1.847], [0.134, 3.917, 3.090], [-0.539, 2.219, 2.929], [0.167, 1.560, 1.751], [0.317, 1.605, 4.394], [-0.282, 4.395, 3.971], [-0.097, 4.434, 2.160], [1.217, 3.793, 3.109], [1.373, 1.853, 4.354], [0.044, 0.561, 4.522], [-0.110, 2.097, 5.274], [3.459, 2.021, 0.400], [2.248, 2.676, -0.875], [0.758, 2.302, -0.551], [2.313, 4.434, -0.262], [3.095, 2.401, 1.354], [4.458, 2.450, 0.291], [3.402, 0.941, 0.351], [3.349, 4.741, -0.348], [1.984, 4.511, 0.783], [1.694, 5.104, -0.860], [-1.900, -3.159, -2.481], [-1.671, -3.062, -0.674], [-1.077, -1.702, -0.453], [-0.277, -4.203, -0.614], [-2.242, -4.152, -2.768], [-0.934, -2.904, -2.913], [-2.653, -2.415, -2.740], [-0.112, -4.381, 0.447], [0.597, -3.862, -1.160], [-0.636, -5.139, -1.052]], "atomic_forces_ev_per_a": [[-0.861, -0.731, 0.263], [0.360, -0.741, 1.365], [0.150, 0.083, -0.437], [-0.669, -0.265, -0.803], [-0.104, 1.241, -0.462], [1.623, -0.488, -0.132], [-0.316, -0.246, -0.122], [-0.702, 0.122, 0.198], [0.161, 0.429, 0.317], [-1.181, 0.067, 0.823], [-0.348, -0.666, -0.380], [1.028, 0.299, -0.267], [-0.620, -0.259, -0.880], [0.851, -0.623, -0.064], [0.291, -0.083, -0.240], [0.195, -0.007, -0.154], [0.256, 0.055, 0.024], [0.050, 0.373, 0.426], [0.202, 0.263, -0.047], [-0.122, 0.130, 0.104], [-0.365, 0.388, 0.213], [0.262, -0.012, 0.500], [0.476, -0.308, 0.101], [-1.096, -0.385, 0.909], [0.560, 0.978, -0.945], [-0.161, -0.077, -0.080], [-0.071, 0.133, -0.145], [-0.208, 0.109, -0.225], [-0.247, -0.181, 0.044], [0.224, 0.030, 0.218], [-0.113, -0.239, 0.148], [0.198, -0.900, -0.943], [0.556, -0.256, -0.450], [-0.055, 1.368, 1.428], [-0.767, 0.344, 0.431], [0.030, 0.058, 0.006], [-0.319, 0.117, 0.154], [0.027, 0.156, 0.338], [0.119, -0.514, -0.216], [0.542, -0.146, -0.275], [-0.079, 0.236, -0.153], [0.164, 0.952, -0.531], [2.917, -1.237, 0.205], [-1.601, 1.774, -0.072], [-1.085, 0.217, 0.595], [-0.362, -0.307, -0.020], [0.106, -0.280, -0.271], [0.099, -0.041, 0.127], [0.074, -0.183, -0.032], [0.056, -0.023, -0.055], [-0.046, -0.242, -0.157], [-0.230, 0.108, 0.500], [1.061, 0.850, -0.943], [-0.699, -1.215, -0.267], [-0.877, -0.671, 0.251], [0.087, -0.042, 0.004], [-0.017, -0.056, -0.108], [0.054, 0.055, 0.041], [0.517, 0.136, -0.073], [-0.010, 0.379, 0.193], [0.037, -0.030, 0.023]], "lowdin_spin": [3.776, 0.002, 0.021, 0.005, 0.003, 0.459, 0.719, 0.511, 0.296, 0.014, 0.012, 0.042, 0.009, 0.001, 0.008, 0.002, 0.001, 0.001, 0.000, 0.000, 0.000, 0.001, 0.010, 0.024, 0.001, 0.000, 0.000, 0.000, 0.000, 0.000, 0.000, 0.006, 0.013, 0.054, 0.003, 0.000, 0.002, 0.001, 0.000, 0.000, 0.001, 0.149, 0.754, 0.821, 0.156, 0.006, 0.027, 0.004, 0.010, 0.021, 0.005, 0.003, 0.011, 0.026, 0.002, 0.001, 0.000, 0.000, 0.000, 0.000, 0.000]}

2.
{"formula": "C2H11N2O", "method": "ωB97M-V/def2-TZVPD", "molar_mass_g_mol": 79.12, "spin_multiplicity": 2, "charge": 2, "e_tot_ha": -266.81533, "elements": ["C", "N", "C", "N", "H", "H", "H", "H", "H", "H", "H", "H", "H", "H", "H", "O"], "xyz": [[-1.167, -0.540, -0.554], [-0.725, 0.041, -1.790], [0.007, -1.312, 0.151], [1.190, -0.411, 0.424], [-1.561, 0.188, 0.152], [-1.928, -1.300, -0.811], [-1.101, 0.921, -2.167], [-0.498, -0.687, -2.480], [-0.312, -1.677, 1.088], [0.360, -2.133, -0.465], [2.075, -0.896, 0.612], [0.966, 0.315, 1.125], [1.420, 0.179, -0.384], [0.916, 3.047, 1.793], [-0.271, 2.096, 1.816], [0.630, 2.170, 1.490]], "atomic_forces_ev_per_a": [[1.273, 0.327, 1.072], [-1.422, -1.197, -0.171], [0.654, 0.481, -1.379], [-0.306, 0.759, -0.869], [-0.279, 0.208, -0.409], [-0.068, 0.027, -0.010], [0.288, 0.119, 0.177], [0.475, 0.531, -0.328], [-0.587, -0.530, 0.958], [-0.002, -0.157, -0.020], [-0.279, -0.240, 0.545], [0.436, 0.099, 0.520], [0.026, -0.143, -0.084], [0.215, -0.203, -0.074], [-0.147, 0.292, 0.269], [-0.277, -0.373, -0.195]], "lowdin_spin": [0.107, 0.755, 0.042, 0.007, 0.000, 0.053, 0.016, 0.014, 0.001, 0.000, 0.000, 0.000, 0.004, 0.000, 0.000, 0.000]}

3.
{"formula": "C6H11NO3", "method": "ωB97M-V/def2-TZVPD", "molar_mass_g_mol": 145.16, "e_tot_ha": -515.61720, "elements": ["C", "C", "C", "C", "C", "C", "N", "O", "O", "O", "H", "H", "H", "H", "H", "H", "H", "H", "H", "H", "H"], "xyz": [[-0.533, 0.782, 2.204], [-0.389, 1.547, -1.239], [-1.038, 0.456, 0.861], [0.366, -0.485, -0.322], [1.722, -0.086, 0.146], [-0.027, -1.920, -0.269], [-1.299, 1.578, -0.014], [-0.066, 2.065, 2.346], [-0.717, -0.004, 3.085], [0.017, 0.103, -1.511], [-0.945, 2.108, -2.084], [0.472, 2.061, -1.118], [-1.771, -0.303, 0.803], [2.066, -0.591, 1.089], [1.676, 0.868, 0.558], [2.615, -0.209, -0.553], [-0.440, -2.272, 0.793], [0.800, -2.583, -0.330], [-0.779, -2.144, -1.048], [-0.165, 2.543, 1.525], [-2.240, 1.768, -0.403]], "atomic_forces_ev_per_a": [[-1.372, 0.972, -0.919], [-3.587, -1.902, -0.371], [2.163, 0.043, -3.387], [-1.895, 1.188, 1.668], [2.097, -1.680, 1.160], [-1.720, -1.207, 2.068], [1.217, 0.376, -2.233], [0.449, -1.478, 1.437], [0.997, 0.080, 1.092], [-1.528, 2.404, -0.129], [0.833, -1.709, 0.883], [2.886, 1.543, 0.892], [-0.767, -0.639, 0.500], [-0.662, -0.353, -0.863], [0.219, 2.231, -0.043], [-1.566, 0.228, 0.425], [0.557, 1.173, -2.164], [0.998, -0.500, -0.692], [0.391, 0.051, 0.500], [-0.391, 0.076, -0.823], [0.681, -0.896, 0.999]], "lowdin_charge": [-0.522, -0.087, -0.097, -0.442, -0.032, -0.037, -0.022, 0.098, 0.116, -0.076, 0.150, 0.063, 0.116, 0.112, 0.040, 0.122, 0.137, 0.060, 0.096, 0.078, 0.125]}

4.
{"formula": "C8H13NO2S2Si", "method": "ωB97M-V/def2-TZVPD", "molar_mass_g_mol": 247.42, "e_tot_ha": -1603.67432, "elements": ["C", "C", "C", "C", "C", "C", "C", "C", "N", "O", "O", "Si", "S", "S", "H", "H", "H", "H", "H", "H", "H", "H", "H", "H", "H", "H", "H"], "xyz": [[-3.637, 2.202, 0.105], [-2.416, 1.628, 0.147], [-3.632, -0.270, -0.066], [1.378, -0.196, -0.759], [1.643, 0.778, 0.383], [-0.106, -0.106, -1.107], [0.698, 0.503, 1.562], [-0.864, -0.628, 0.088], [-2.416, 0.265, 0.043], [-0.337, -0.443, 1.301], [-1.240, 2.291, 0.270], [-1.256, -2.524, 0.025], [-4.000, -1.869, -0.196], [-4.864, 0.990, -0.068], [-3.876, 3.245, 0.150], [1.989, 0.063, -1.624], [1.621, -1.215, -0.455], [2.676, 0.697, 0.721], [1.483, 1.793, 0.016], [-0.344, 0.935, -1.328], [-0.353, -0.704, -1.983], [1.240, 0.044, 2.392], [0.249, 1.433, 1.920], [-1.405, 3.238, 0.284], [0.137, -3.030, 0.096], [-1.674, -2.905, -1.318], [-1.836, -2.931, 1.291]], "atomic_forces_ev_per_a": [[0.037, -0.197, -0.044], [-0.952, 1.021, -0.033], [-0.704, 0.343, -0.057], [0.050, 0.133, 0.005], [-0.121, -0.181, -0.036], [0.382, 0.113, -0.157], [0.437, 0.482, 0.349], [-2.514, 0.123, -0.544], [2.405, -0.454, 0.151], [0.200, 0.002, 0.529], [0.310, -0.455, 0.021], [0.219, 0.445, -0.131], [-0.425, -0.459, -0.063], [0.645, -0.337, 0.056], [0.031, 0.248, 0.042], [0.001, -0.064, 0.014], [0.093, -0.045, -0.065], [0.004, 0.067, 0.026], [0.037, 0.010, 0.011], [-0.012, -0.112, -0.028], [-0.079, -0.019, -0.005], [-0.022, 0.082, -0.063], [0.027, -0.182, -0.021], [-0.143, 0.046, 0.006], [0.342, 0.034, 0.017], [-0.089, -0.321, -0.175], [-0.159, -0.322, 0.195]], "lowdin_charge": [-0.355, -0.451, -1.103, -0.176, -0.155, -0.159, -0.153, -0.459, -0.004, -0.106, 0.067, 0.595, 0.572, 0.980, 0.067, 0.118, 0.104, 0.112, 0.108, 0.113, 0.115, 0.128, 0.112, 0.129, -0.064, -0.071, -0.062]}

5.
{"formula": "C2H9N3O2P", "method": "ωB97M-V/def2-TZVPD", "molar_mass_g_mol": 138.09, "charge": -1, "e_tot_ha": -737.72037, "elements": ["C", "C", "N", "N", "N", "O", "O", "P", "H", "H", "H", "H", "H", "H", "H", "H", "H"], "xyz": [[0.323, -1.415, 0.904], [2.344, -0.666, -0.149], [-2.202, 1.857, -1.394], [0.472, 0.712, -0.093], [0.886, -0.631, -0.184], [-2.792, -0.578, -0.694], [-2.406, 1.140, 1.202], [-2.157, 0.657, -0.156], [0.461, -2.485, 0.528], [0.859, -1.136, 1.844], [-0.714, -1.023, 1.071], [2.676, -0.475, 0.891], [2.749, -1.562, -0.574], [2.733, 0.268, -0.684], [-2.296, 1.916, -2.410], [-1.437, 2.457, -1.019], [0.500, 0.964, 0.920]], "atomic_forces_ev_per_a": [[0.112, -0.062, -0.818], [-0.089, 2.435, -0.095], [1.311, 1.114, 2.387], [-2.447, 0.735, 0.259], [0.185, 0.115, -0.150], [0.811, 0.185, 0.271], [0.295, 0.801, 0.569], [0.367, -0.748, -2.944], [-0.606, 1.012, 1.395], [-0.007, -0.663, -0.121], [0.714, -1.231, -0.397], [0.255, -0.453, 0.039], [0.333, -0.614, -0.069], [-0.610, -1.510, 0.252], [0.219, -1.027, 0.872], [-0.800, -0.030, -1.126], [-0.041, -0.060, -0.325]], "lowdin_charge": [-0.158, -0.172, -0.129, -0.116, -0.446, -0.395, -0.375, 0.372, 0.095, 0.063, 0.040, 0.054, 0.047, 0.078, 0.035, 0.017, -0.008]}

6.
{"formula": "C17H17N4O11PtS", "method": "ωB97M-V/def2-TZVPD", "molar_mass_g_mol": 680.49, "charge": -1, "e_tot_ha": -2222.17103, "elements": ["Pt", "O", "S", "O", "O", "O", "O", "C", "O", "C", "C", "C", "C", "C", "C", "N", "O", "O", "N", "O", "O", "H", "H", "H", "C", "C", "N", "C", "C", "C", "O", "C", "C", "C", "C", "N", "C", "H", "H", "H", "H", "H", "H", "H", "H", "H", "H", "H", "H", "H", "H"], "xyz": [[-1.821, 0.181, -2.149], [-2.021, -2.273, -0.603], [-3.178, -1.692, -1.262], [-4.431, -2.338, -1.042], [-3.209, -0.176, -0.820], [-2.849, -1.459, -2.737], [1.522, 1.003, -4.298], [0.759, 0.219, -3.754], [-0.512, 0.367, -3.655], [1.316, -1.040, -3.102], [0.491, -2.116, -2.798], [1.057, -3.217, -2.163], [2.399, -3.272, -1.850], [3.208, -2.203, -2.201], [2.671, -1.079, -2.823], [4.626, -2.267, -1.931], [5.313, -1.311, -2.225], [5.071, -3.283, -1.430], [0.228, -4.374, -1.846], [-0.763, -4.554, -2.515], [0.589, -5.090, -0.928], [-0.562, -2.126, -3.046], [2.821, -4.139, -1.368], [3.308, -0.248, -3.084], [-1.927, 1.998, 4.924], [-0.482, 1.719, 4.518], [-0.320, 1.585, 3.073], [-0.065, 0.246, 2.548], [-1.282, -0.673, 2.599], [-0.323, 2.726, 2.344], [-0.416, 3.834, 2.861], [-0.229, 2.633, 0.849], [0.573, 3.563, 0.189], [0.586, 3.565, -1.195], [-0.184, 2.650, -1.887], [-0.933, 1.739, -1.249], [-0.972, 1.756, 0.089], [-1.999, 2.112, 6.006], [-2.585, 1.185, 4.614], [-2.262, 2.921, 4.455], [-0.128, 0.796, 4.977], [0.148, 2.543, 4.857], [0.744, -0.195, 3.137], [0.289, 0.329, 1.524], [-1.580, -0.873, 3.630], [-1.048, -1.622, 2.116], [-2.131, -0.236, 2.072], [1.150, 4.272, 0.766], [1.197, 4.265, -1.747], [-0.212, 2.622, -2.966], [-1.641, 1.028, 0.530]], "atomic_forces_ev_per_a": [[0.794, 1.141, -0.939], [-0.198, -0.520, 0.084], [0.139, -0.268, 1.401], [-0.202, 0.072, -0.188], [-0.863, -0.573, 0.574], [-0.008, -0.195, -0.396], [-0.037, -0.103, -0.048], [-0.004, -0.225, 0.535], [0.152, 0.616, -1.000], [-0.066, 0.246, -0.184], [0.176, -0.419, 0.138], [0.252, 0.676, -0.311], [0.348, -0.243, 0.140], [-1.245, 0.275, -0.322], [0.415, -0.323, 0.257], [0.705, -0.154, 0.150], [-0.030, 0.267, -0.085], [-0.103, -0.171, 0.085], [-0.406, -0.350, 0.267], [0.047, 0.044, -0.109], [0.115, 0.060, -0.081], [-0.009, 0.048, 0.042], [-0.047, -0.023, 0.047], [-0.073, 0.049, -0.074], [0.091, -0.021, -0.060], [-0.188, 0.128, 0.029], [0.044, -0.001, -0.033], [-0.147, -0.203, 0.028], [0.123, 0.061, 0.004], [-0.164, -0.100, 0.131], [0.109, -0.065, -0.024], [0.265, 0.478, -0.122], [-0.200, -0.200, -0.077], [0.104, 0.110, 0.127], [-0.123, -0.083, -0.025], [0.298, 0.349, -0.007], [-0.243, -0.213, 0.124], [-0.006, -0.004, -0.002], [-0.004, 0.001, 0.005], [-0.038, 0.006, 0.022], [0.044, -0.012, -0.034], [0.047, -0.039, 0.008], [0.052, 0.048, -0.049], [0.104, -0.038, 0.077], [-0.020, 0.012, 0.005], [-0.058, 0.001, -0.023], [-0.025, -0.073, 0.012], [-0.003, 0.017, 0.006], [-0.036, 0.008, -0.020], [0.089, -0.130, -0.025], [0.031, 0.035, -0.061]], "lowdin_charge": [1.178, -0.365, 0.291, -0.289, -0.515, -0.466, 0.049, -0.610, -0.225, -0.088, 0.079, -0.110, 0.082, -0.126, 0.080, -0.361, 0.078, 0.071, -0.349, 0.108, 0.073, 0.103, 0.129, 0.130, -0.070, -0.201, -0.052, -0.200, -0.059, -0.414, 0.055, -0.099, 0.015, -0.022, -0.084, -0.101, -0.058, 0.072, 0.067, 0.071, 0.115, 0.117, 0.120, 0.110, 0.069, 0.081, 0.072, 0.124, 0.113, 0.114, 0.100]}

- What is the formula in the sixth record?
  C17H17N4O11PtS